Entry 1:
Below is a cluster of 2 separate species, CH3N5O2 in total, with properties calculated with the ωB97M-V functional and the def2-TZVPD basis.

Results
Orbital gap (eV): 10.29
Structure (SMILES): [H]/N=N\NC#N.O=NO
E_HOMO (eV): -10.3
Relative energy (zero: lowest compared OMol25 entry of this formula, charge and spin) (eV): 2.0703

```
! RIJCOSX wB97M-V def2-TZVPD def2/J DEFGRID3
* xyz 0 1
C 1.110 1.818 -0.303
N 1.017 2.941 -0.354
N 1.533 -1.533 0.665
N 1.121 0.465 -0.319
N 1.524 -0.340 0.732
N -2.220 -0.596 -0.333
O -2.126 -0.105 0.942
O -1.434 -0.192 -1.065
H 1.142 -1.933 -0.350
H -2.581 -0.548 1.636
H 0.914 0.023 -1.251
*
```

=====

Entry 2:
Below is an isolated molecule of C4H9P3, with properties calculated with the ωB97M-V functional and the def2-TZVPD basis.

Results
Orbital gap (eV): 8.63
Structure (SMILES): CP1CC=P#P1C
E_HOMO (eV): -8.5
Relative energy (zero: lowest compared OMol25 entry of this formula, charge and spin) (eV): 1.1402

```
! RIJCOSX wB97M-V def2-TZVPD def2/J DEFGRID3
* xyz 0 1
C 0.700 1.728 0.272
C -0.585 1.018 0.663
C -1.563 -0.060 -1.937
C 2.004 -1.904 0.734
P 2.063 1.137 -0.482
P -0.824 -0.630 -0.231
P 1.152 -0.802 -1.048
H 0.819 2.662 0.752
H -0.609 0.898 1.794
H -1.284 1.818 0.484
H -0.913 0.531 -2.528
H -2.226 0.825 -1.497
H -2.249 -0.837 -2.407
H 2.801 -1.529 1.253
H 2.142 -2.842 0.419
H 1.119 -1.820 1.465
*
```

=====

Entry 3:
Below is a structure of composition C15H17Cl3N2O2Ti, with properties calculated with the ωB97M-V functional and the def2-TZVPD basis.

Results
Orbital gap (spin up / spin down) (eV): 6.00 / 8.39
Expectation value of S²: 2.022
E_HOMO (spin up / spin down) (eV): -6.2 / -9.2

```
! RIJCOSX wB97M-V def2-TZVPD def2/J DEFGRID3
* xyz 0 3
C -1.159 1.087 2.938
C -1.143 -0.377 3.095
H -0.154 1.545 2.976
H -1.858 1.747 3.473
H -1.357 1.270 1.879
H -0.987 -0.697 2.062
H -0.357 -0.875 3.656
H -2.021 -0.957 3.381
C 0.740 2.632 -1.756
C 0.897 3.484 -2.836
C 1.051 2.902 -4.098
C 1.004 1.520 -4.300
H 0.527 2.944 -0.733
H 0.911 4.566 -2.681
H 1.218 3.541 -4.971
H 1.051 1.051 -5.288
N 0.876 1.299 -1.975
C 0.921 0.654 -3.213
C 0.845 -0.819 -3.264
N 0.855 -1.551 -2.072
C 0.401 -2.826 -1.911
C 0.497 -2.994 -4.286
C 0.276 -3.607 -3.038
H 0.156 -3.138 -0.898
H 0.042 -4.667 -2.950
C 0.718 -1.609 -4.406
H 0.826 -1.098 -5.366
H 0.510 -3.593 -5.196
Ti 0.571 -0.176 -0.876
C -1.502 -0.159 -0.757
H -1.751 -1.117 -1.273
H -1.803 0.694 -1.403
H -1.969 -0.083 0.247
Cl 4.867 1.402 2.231
C 3.710 0.093 2.187
Cl 4.484 -1.432 2.572
Cl 2.419 0.415 3.433
C 3.066 -0.029 0.736
O 3.875 -0.003 -0.170
O 1.749 -0.183 0.640
*
```

=====

Entry 4:
Below is an isolated molecule of C2H3BrClF, with properties calculated with the ωB97M-V functional and the def2-TZVPD basis.

Results
Orbital gap (eV): 10.73
Structure (SMILES): C[C@](F)(Cl)Br
E_HOMO (eV): -10.4
Relative energy (zero: lowest compared OMol25 entry of this formula, charge and spin) (eV): 0.4431

```
! RIJCOSX wB97M-V def2-TZVPD def2/J DEFGRID3
* xyz 0 1
C -0.791 0.324 0.173
C 0.572 -0.304 -0.171
F 0.732 -0.514 -1.498
Cl 0.984 -1.774 0.639
Br 2.003 1.154 0.341
H -0.955 0.576 1.238
H -1.029 0.941 -0.573
H -1.517 -0.403 -0.149
*
```

=====

> What is the formula in the second record?

C4H9P3